Entry 1:
C17H17ClN6O2S | wB97M-V/def2-TZVPD

The geometry in XYZ format:
```
44
Properties=species:S:1:pos:R:3:forces:R:3
C 2.2744 -2.5569 -1.8015 0.129 -0.002 -0.020
C 1.1909 -3.4968 -2.2165 0.020 0.018 -0.002
C 1.2492 -4.1991 -3.4205 -0.307 -0.076 0.175
Cl 2.6367 -4.0478 -4.4422 0.193 -0.028 -0.188
C 0.2211 -5.0215 -3.8491 0.008 0.005 -0.015
C -0.9134 -5.1576 -3.0696 0.036 0.066 -0.020
C -0.9958 -4.4983 -1.8595 0.094 0.062 0.066
C 0.0537 -3.6953 -1.4275 0.047 -0.316 -0.334
N -0.0749 -3.0563 -0.1736 -0.387 0.108 -0.208
C 0.8180 -3.1289 0.8396 -0.185 0.235 0.433
O 1.8626 -3.7342 0.8225 0.176 -0.170 0.090
C 0.3644 -2.3098 2.0625 0.215 -0.349 -0.037
N -0.0602 -1.0016 1.6654 0.572 1.018 -0.180
N -1.3729 -0.6615 1.6020 -0.851 -0.777 0.387
N -1.4696 0.5270 1.1644 -0.146 0.341 -0.177
C -0.2388 1.0231 0.9061 0.917 -0.736 0.315
C 0.0932 2.3638 0.4369 -0.415 -0.057 -0.062
O 1.2581 2.7173 0.2941 0.322 0.006 0.015
N -0.9751 3.1448 0.1778 -0.162 0.014 -0.076
C -0.8515 4.5353 -0.1880 0.257 0.027 -0.154
C -1.3259 5.4379 0.9060 -0.272 0.345 -0.052
C -1.0528 5.3553 2.2363 0.027 -0.066 -0.266
C -1.6745 6.3743 2.9927 -0.080 0.149 0.049
C -2.4115 7.2157 2.2264 -0.097 0.069 -0.361
S -2.3681 6.7785 0.5637 0.312 -0.316 0.460
C 0.6966 0.0276 1.2182 -0.817 0.396 -0.203
N 2.0279 0.0297 1.0222 0.363 -0.100 0.074
H 2.9451 -3.0507 -1.0980 0.050 0.065 -0.024
H 2.8503 -2.2325 -2.6631 -0.016 0.078 0.027
H 1.8542 -1.6835 -1.3052 0.009 0.046 0.054
H 0.3091 -5.5415 -4.7897 0.036 -0.031 -0.083
H -1.7249 -5.7852 -3.4024 -0.075 -0.060 -0.033
H -1.8700 -4.6079 -1.2349 -0.069 -0.037 0.092
H -0.9853 -2.6641 0.0334 0.145 0.071 0.029
H -0.4856 -2.8002 2.5440 0.089 0.089 -0.012
H 1.1941 -2.2515 2.7731 -0.125 -0.049 -0.122
H -1.8874 2.7711 0.3929 0.034 -0.027 0.023
H 0.2152 4.6995 -0.3840 -0.250 0.021 -0.071
H -1.4146 4.7340 -1.1057 0.139 -0.034 0.044
H -0.4239 4.5928 2.6602 0.115 -0.182 0.048
H -1.5723 6.4733 4.0584 -0.009 0.050 0.180
H -2.9801 8.0724 2.5285 -0.106 0.168 0.128
H 2.6133 -0.6374 1.4950 0.023 0.016 -0.010
H 2.4013 0.9466 0.8089 0.041 -0.046 0.021
```
Positions in Å, forces in eV/Å.

Output
lowest unoccupied orbital energy	0.60	eV
ΔE to the lowest compared entry with this formula, charge and spin	0.0	kJ/mol
SMILES	Cc1c(Cl)cccc1NC(=O)Cn1nnc(C(=O)NCc2cccs2)c1N
HOMO	-8.75	eV
electronic energy	-54299.0990	eV

***

Entry 2:
C4H8N2OS | wB97M-V/def2-TZVPD

The geometry in XYZ format:
```
16
Properties=species:S:1:pos:R:3:forces:R:3
C -2.7018 -0.1347 1.0105 2.000 0.770 1.662
C -3.8163 -0.1822 1.6694 -1.013 1.368 0.236
C -1.3143 0.7728 1.3359 -2.894 -0.759 2.003
C 3.0936 -0.3715 -2.1057 0.432 -1.079 -1.358
N 1.3023 -1.1072 -0.6231 0.344 -1.517 -0.156
N -0.0624 0.2048 0.9854 -0.777 1.140 -0.820
O 2.5827 -1.2256 -1.0837 0.491 -0.129 0.171
S 0.6420 0.3276 -0.5591 -0.579 1.299 0.864
H -2.3003 -0.9029 0.4217 -0.174 -1.401 -1.263
H -4.4986 0.4521 2.3126 1.190 -1.004 -0.800
H -1.6722 1.7465 1.0065 1.191 0.286 -0.289
H -1.2823 0.7546 2.4617 -0.259 0.484 -1.097
H 3.7511 -1.1060 -2.7090 -0.718 1.524 0.926
H 3.6646 0.5065 -1.7365 -0.391 -0.609 -0.048
H 2.2805 -0.0621 -2.7866 0.286 0.062 0.299
H 0.2523 -0.4255 1.6942 0.873 -0.435 -0.331
```
Positions in Å, forces in eV/Å.

Output
lowest unoccupied orbital energy (alpha / beta)	-0.13 / -0.26	eV
ΔE to the lowest compared entry with this formula, charge and spin	808.3	kJ/mol
HOMO (alpha / beta)	-7.56 / -7.89	eV
electronic energy	-20132.4568	eV

***

Entry 3:
C31H35N5O8PPdS3 | wB97M-V/def2-TZVPD

The geometry in XYZ format:
```
84
Properties=species:S:1:pos:R:3:forces:R:3
Pd 0.4060 -0.9663 1.0904 0.655 -0.321 0.672
C 4.5909 -1.5850 3.4154 0.012 0.025 0.000
C 3.3219 -0.9335 3.8990 -0.065 -0.030 -0.052
O 2.2266 -1.8384 3.5897 -0.094 -0.053 -0.081
P 0.7182 -1.3933 3.7670 -0.185 0.003 0.207
S -0.3568 -2.6281 2.5229 -0.133 0.099 -0.092
S 0.2434 0.3925 3.0452 -0.094 0.044 -0.065
O 0.4158 -1.5136 5.2983 -0.079 0.209 -0.173
C 0.1371 -2.7444 6.0203 0.075 -0.001 -0.020
C 1.4179 -3.3584 6.5350 -0.014 0.015 -0.002
H 5.4347 -0.9221 3.6099 0.007 -0.010 0.000
H 4.5339 -1.7694 2.3433 -0.001 0.008 0.000
H 4.7647 -2.5297 3.9291 -0.001 -0.008 0.001
H 3.1314 0.0095 3.3845 0.022 -0.001 0.012
H 3.3278 -0.7657 4.9782 0.014 0.017 -0.020
H -0.4031 -3.4204 5.3617 -0.068 -0.038 -0.067
H -0.5407 -2.4405 6.8118 0.002 -0.020 0.012
H 2.0827 -3.6231 5.7122 0.005 0.002 0.011
H 1.1854 -4.2684 7.0892 -0.014 0.006 0.012
H 1.9365 -2.6720 7.2047 0.002 -0.002 -0.016
O -2.5332 -1.5449 5.2490 0.049 -0.023 0.007
S -3.4530 -1.7784 4.1651 0.022 0.046 -0.018
O -4.3321 -2.9044 4.2809 -0.052 0.026 -0.005
N -2.6636 -1.7982 2.7330 0.268 -0.286 -0.047
C -2.9035 -0.7100 1.9527 -0.019 0.085 0.126
O -2.3410 -0.4463 0.9056 -0.089 0.032 -0.109
C -3.9599 0.1640 2.5687 0.029 0.035 0.046
C -4.4874 1.3322 2.0502 -0.003 0.000 0.006
C -5.4280 2.0159 2.8096 0.005 0.010 -0.039
C -5.8274 1.5369 4.0548 -0.015 -0.009 0.020
C -5.2938 0.3646 4.5757 -0.020 -0.020 0.000
C -4.3580 -0.2971 3.8068 -0.014 0.000 0.008
H -4.1569 1.6905 1.0837 -0.002 0.001 -0.007
H -5.8592 2.9345 2.4331 -0.001 0.001 -0.004
H -6.5634 2.0882 4.6254 0.001 -0.003 0.006
H -5.5972 -0.0137 5.5423 0.002 0.006 0.006
C -2.7070 0.5278 -3.1834 0.018 -0.012 -0.014
N -1.9681 1.1927 -2.1181 0.040 0.046 -0.007
C -2.2649 2.4643 -1.7795 0.013 -0.027 0.001
C -1.6109 3.1154 -0.7944 0.018 -0.011 0.027
C -0.5676 2.3840 -0.1473 -0.041 0.077 -0.020
N -0.2821 1.1419 -0.4509 0.052 -0.047 -0.037
C -0.9615 0.4805 -1.4372 -0.190 -0.048 0.109
O -0.7287 -0.6771 -1.7259 0.066 0.017 -0.068
N 0.1928 2.9844 0.7951 0.010 -0.026 0.001
H -3.7473 0.3828 -2.8909 0.008 -0.005 -0.001
H -2.2446 -0.4402 -3.3475 -0.005 0.008 -0.009
H -2.6529 1.1243 -4.0939 0.000 0.005 -0.011
H -3.0548 2.9316 -2.3536 0.001 -0.003 -0.004
H -1.8388 4.1400 -0.5458 0.001 0.002 0.007
H -0.0680 3.8726 1.1795 0.004 0.004 -0.004
H 0.8877 2.4291 1.2670 -0.004 0.004 0.010
C -0.6372 1.2326 -6.6277 -0.004 0.004 -0.002
C 0.0321 1.7880 -5.3973 -0.028 -0.013 0.013
C -0.0557 3.1496 -5.1322 -0.013 0.011 0.003
C 0.5299 3.6871 -3.9959 0.006 0.007 -0.008
C 1.2482 2.8691 -3.1466 0.018 -0.010 -0.012
C 1.3571 1.5004 -3.3996 0.017 -0.030 -0.036
N 2.0616 0.7337 -2.4554 0.080 -0.003 -0.090
C 2.9141 -0.3247 -2.7112 -0.093 0.091 -0.061
C 3.6616 -0.4001 -3.8876 -0.005 -0.040 -0.055
C 4.4720 -1.4946 -4.1361 -0.017 0.017 0.021
C 4.5600 -2.5422 -3.2269 -0.002 0.001 0.015
C 3.8253 -2.4751 -2.0539 0.031 0.026 -0.001
C 3.0278 -1.3732 -1.7825 0.052 -0.085 0.028
C 2.2200 -1.2906 -0.5456 -0.124 -0.037 -0.192
O 1.4178 -2.2255 -0.2285 -0.120 0.114 -0.025
O 2.2443 -0.2316 0.1462 -0.017 0.044 0.007
C 0.7046 0.9350 -4.5097 0.010 0.006 0.055
C 0.6573 -0.5533 -4.7255 -0.013 0.022 -0.018
H -0.9764 2.0395 -7.2761 -0.004 -0.002 0.002
H -1.5066 0.6208 -6.3720 0.001 -0.002 -0.007
H 0.0395 0.5961 -7.1996 0.001 0.003 -0.006
H -0.5892 3.7913 -5.8236 0.003 0.002 -0.003
H 0.4526 4.7474 -3.7910 -0.005 0.006 0.004
H 1.7527 3.2756 -2.2784 0.002 -0.004 0.014
H 1.7978 0.8576 -1.4874 -0.025 0.069 -0.010
H 3.5880 0.4061 -4.6069 0.012 0.007 0.001
H 5.0437 -1.5297 -5.0552 0.001 0.001 0.001
H 5.1905 -3.3966 -3.4309 -0.006 -0.004 -0.003
H 3.8586 -3.2825 -1.3329 0.006 -0.004 -0.004
H 0.7129 -1.0853 -3.7795 0.028 -0.017 0.048
H 1.4735 -0.9046 -5.3621 0.000 -0.010 0.001
H -0.2787 -0.8379 -5.2058 0.008 0.001 0.002
```
Positions in Å, forces in eV/Å.

Output
expectation value of S²	0.76
lowest unoccupied orbital energy (alpha / beta)	-1.11 / -2.14	eV
ΔE to the lowest compared entry with this formula, charge and spin	142.5	kJ/mol
spin multiplicity	2
HOMO (alpha / beta)	-7.41 / -7.41	eV
electronic energy	-101822.8433	eV